{"formula": "C6H32O12", "method": "wB97M-V/def2-TZVPD", "molar_mass_g_mol": 296.3, "largest_force_ev_per_a": 4.64, "charge": 0, "relative_energy_kcal_mol": 99.9, "smiles": "C=CC(=C)CCO.O.O.O.O.O.O.O.O.O.O.O", "total_energy_ev": -31308.6971, "multiplicity": 1, "lumo_ev": 0.129, "homo_lumo_gap_ev": 8.96, "species": ["C", "C", "C", "C", "C", "C", "O", "H", "H", "H", "H", "H", "H", "H", "H", "H", "H", "O", "H", "H", "O", "H", "H", "O", "H", "H", "O", "H", "H", "O", "H", "H", "O", "H", "H", "O", "H", "H", "O", "H", "H", "O", "H", "H", "O", "H", "H", "O", "H", "H"], "positions_angstrom": [[-0.38412, -2.21433, 1.08658], [-0.58448, -1.03032, 0.56104], [-0.03098, 0.16066, 1.17359], [1.01037, 0.23433, 1.99032], [-0.66634, 1.44082, 0.78040], [-1.66090, 1.87257, 1.83223], [-3.07423, 2.01838, 1.34687], [-0.92163, -3.09239, 0.82789], [0.25921, -2.40833, 1.97649], [-0.99869, -0.99020, -0.43168], [1.40318, -0.62304, 2.52464], [1.38667, 1.13946, 2.42935], [0.11549, 2.17741, 0.55344], [-1.20569, 1.37707, -0.15652], [-1.50944, 2.92011, 1.95831], [-1.78040, 1.05389, 2.70262], [-3.10649, 2.45700, 0.48678], [3.91914, 0.03252, -0.00289], [3.49569, 0.86110, 0.39030], [3.69187, 0.11954, -0.98218], [-3.45464, -0.54774, 0.60813], [-3.60267, -1.01374, 1.43189], [-3.21902, 0.32081, 0.83307], [2.74717, -2.70252, -0.92942], [3.71636, -2.66030, -1.10137], [2.65900, -2.40903, -0.01182], [0.24279, 0.50578, -2.34169], [-0.51488, 0.28596, -2.94924], [0.30498, -0.35692, -1.92983], [2.54055, 3.08146, -0.08297], [3.06026, 3.53104, -0.70376], [1.64766, 3.43982, -0.28882], [2.97210, -1.88768, 1.60081], [3.76308, -2.38341, 1.79057], [3.39842, -1.07747, 1.10676], [-3.43842, -0.57615, -2.54795], [-3.93970, -0.92471, -1.83414], [-2.94976, -1.37592, -2.89903], [2.95348, 0.84389, -2.26545], [2.65157, 0.60405, -3.08491], [2.10111, 1.26931, -1.86735], [-1.69076, -1.00453, 3.53174], [-0.93462, -1.65793, 3.52237], [-1.81331, -0.77615, 2.56579], [0.73144, -2.19829, -2.75205], [0.65967, -2.34769, -1.78014], [1.55395, -2.51184, -3.05776], [-3.05370, 2.27961, -1.53261], [-2.61648, 1.49972, -1.93564], [-4.01611, 2.01243, -1.69117]], "forces_ev_per_angstrom": [[0.603, -1.503, 1.835], [1.107, -0.568, -0.216], [1.118, 1.277, -1.033], [-0.139, -1.063, 1.452], [-0.106, 0.143, -0.977], [-2.543, -0.580, 0.205], [0.574, -1.088, 0.338], [-0.136, -0.681, -0.992], [-0.586, 0.594, -0.599], [-0.918, 0.463, 0.160], [0.176, -0.171, -0.616], [-0.161, 0.687, -0.288], [-0.267, 0.080, 0.576], [-0.094, -0.332, -0.274], [0.959, 0.484, 1.893], [0.680, 2.832, -1.529], [0.388, -0.026, -0.194], [-0.751, 1.780, 0.182], [0.848, -1.434, -0.848], [0.073, -0.155, 1.224], [-0.605, -2.791, -0.958], [-0.197, -0.078, 0.154], [0.173, 2.675, 0.698], [1.179, -0.336, -0.955], [-1.151, -0.027, 0.205], [-0.013, 0.021, 0.468], [-1.928, 0.036, -0.953], [1.102, 0.763, 0.549], [0.748, -0.354, 0.173], [-2.319, -0.532, 0.941], [1.611, 0.915, -1.416], [0.723, -0.473, 0.456], [0.937, 1.621, -0.721], [0.372, -0.640, 0.379], [-1.056, -1.184, 0.578], [1.717, -0.933, -1.798], [-0.666, -0.373, 1.384], [-0.841, 1.404, 0.518], [-1.054, 2.496, 3.767], [-1.075, -1.228, -3.287], [2.206, -1.153, -0.867], [0.608, -0.696, -1.131], [-1.310, 1.173, -0.081], [0.398, -0.753, 1.611], [-2.634, 0.638, 1.106], [0.842, -0.333, -1.179], [1.551, -0.622, 0.141], [-1.822, -1.158, -0.792], [-0.138, 0.457, 0.346], [1.817, 0.726, 0.366]]}